Entry 1:
This record from OMol25 describes C23H47FGaO3 as an isolated structure. The level of theory is ωB97M-V/def2-TZVPD.

Positions of all 75 atoms, in Å:
C 2.6563 5.4523 -1.4175
C 1.4148 5.5864 -0.5396
C 1.0157 4.3005 0.1825
C 2.0833 3.7385 1.1393
C 1.5947 3.5904 2.5823
C 0.8750 2.2680 2.8269
C 0.3587 2.1033 4.2590
C 0.5255 0.6864 4.8181
C -0.5201 -0.3522 4.3683
Ga -1.4421 -0.2900 2.5447
C -0.1496 -0.5923 0.9911
C 0.7976 -1.7519 1.3020
C 1.6643 -2.3055 0.1478
C 1.0317 -2.2300 -1.2352
C 1.9065 -2.8334 -2.3221
C 1.3131 -2.6968 -3.7201
C 2.2310 -3.2214 -4.8230
C 1.4840 -3.8328 -5.9821
O 0.6611 -2.8201 -6.5913
C -0.4535 -3.2835 -7.2423
C -1.6505 -3.5025 -6.3458
O -0.4559 -3.4642 -8.4210
C -2.6987 -1.9193 2.4938
O -4.0462 -1.6646 2.9671
C -5.0105 -1.5945 1.9609
C -2.6421 1.3595 2.3166
C -3.6428 1.5596 3.4577
F -3.4115 1.2466 1.0940
H 3.0075 6.4265 -1.7610
H 3.4808 4.9740 -0.8869
H 2.4392 4.8471 -2.3005
H 1.5571 6.3891 0.1919
H 0.5797 5.8970 -1.1748
H 0.7377 3.5534 -0.5667
H 0.1071 4.4995 0.7580
H 2.4007 2.7531 0.7848
H 2.9785 4.3679 1.1206
H 0.9105 4.4161 2.8166
H 2.4335 3.6775 3.2818
H 0.0583 2.1755 2.1078
H 1.5636 1.4486 2.5934
H -0.7002 2.3824 4.3123
H 0.8962 2.8112 4.9033
H 1.5314 0.3436 4.5404
H 0.5363 0.7600 5.9137
H -1.3070 -0.4066 5.1308
H -0.0495 -1.3440 4.3851
H -0.7781 -0.8242 0.1234
H 0.4285 0.3028 0.7313
H 0.2327 -2.5869 1.7357
H 1.4765 -1.4232 2.0974
H 2.6286 -1.7817 0.1194
H 1.9046 -3.3574 0.3480
H 0.8046 -1.1894 -1.4816
H 0.0675 -2.7529 -1.2195
H 2.0691 -3.8976 -2.1091
H 2.8969 -2.3614 -2.3017
H 1.0705 -1.6469 -3.9000
H 0.3611 -3.2405 -3.7545
H 2.8943 -3.9921 -4.4157
H 2.8730 -2.4236 -5.2039
H 2.1630 -4.2188 -6.7475
H 0.8533 -4.6593 -5.6341
H -2.5572 -3.2851 -6.9049
H -1.6844 -4.5546 -6.0545
H -1.5969 -2.8974 -5.4451
H -2.7583 -2.3185 1.4693
H -2.3114 -2.7330 3.1224
H -4.8530 -2.3736 1.1996
H -5.0031 -0.6223 1.4506
H -5.9933 -1.7522 2.4137
H -2.0839 2.2904 2.1682
H -3.4132 0.9332 4.3215
H -3.7099 2.5992 3.7971
H -4.6331 1.2588 3.1117

Calculated total energy (eV): -85849.3572
Charge: -1
Kohn-Sham gap (Eh): 0.243

=====

Entry 2:
This record from OMol25 describes a 5-piece molecular cluster, C23H48FNO18P4 overall in a non-equilibrium geometry. The level of theory is ωB97M-V/def2-TZVPD.

Positions of all 95 atoms, in Å:
H 0.9072 -6.5588 3.3908
N 0.5049 -5.6353 3.1650
C 1.4114 -4.9048 2.5491
C 0.9682 -3.4403 2.1317
C 2.8652 -5.5321 2.2437
C 3.3060 -5.3256 0.7221
C 3.5890 -6.4704 -0.0689
C 3.9635 -6.1446 -1.5965
O 4.8777 -6.7150 -2.2139
C 3.0736 -4.9672 -2.2349
C 2.4386 -5.0193 -3.6911
C 0.8328 -5.0563 -3.4711
F 0.2986 -3.7334 -3.2794
C 2.8053 -3.8176 -1.4443
C 3.4363 -3.8792 0.0292
O 4.0086 -2.9226 0.5744
H -0.0652 -3.1834 2.5292
H 0.9026 -3.3184 0.9894
H 1.7152 -2.6842 2.5424
H 3.6539 -5.2296 3.0003
H 2.7235 -6.6655 2.3658
H 3.5358 -7.5288 0.3325
H 2.6932 -6.0161 -4.1816
H 2.7330 -4.1397 -4.3456
H 0.2889 -5.6653 -4.2563
H 0.6866 -5.5881 -2.4633
H 2.1700 -2.9520 -1.8153
C -1.7945 -1.9567 -4.6715
O -3.1987 -2.1289 -4.8400
P -4.2404 -0.8427 -4.3911
O -3.5439 0.1727 -5.2855
O -3.6051 -0.8041 -2.8721
C -3.7281 -1.9579 -2.0445
O -5.4283 0.3145 -3.9138
C -6.7352 -0.2285 -3.7356
H -1.3075 -2.1045 -5.6373
H -1.5284 -0.9753 -4.2793
H -1.4361 -2.7192 -3.9797
H -2.7338 -2.2386 -1.6927
H -4.1629 -2.8033 -2.5834
H -4.3511 -1.7187 -1.1833
H -6.7213 -1.0088 -2.9675
H -7.0996 -0.6460 -4.6779
H -7.4074 0.5693 -3.4181
C 1.7579 2.2867 -3.4351
O 2.6910 1.5531 -2.6531
P 2.1290 0.7614 -1.2386
O 1.0632 -0.0128 -2.0025
O 1.5080 2.1664 -0.6456
C 2.3988 3.2424 -0.3607
O 1.6968 -0.0353 0.2250
C 2.7999 -0.3268 1.0873
H 1.7697 1.8900 -4.4516
H 0.7423 2.2420 -3.0415
H 2.0787 3.3322 -3.4633
H 2.0472 4.1311 -0.8877
H 3.4203 3.0231 -0.6807
H 2.3904 3.4426 0.7101
H 3.3169 0.5972 1.3676
H 3.4943 -1.0011 0.5831
H 2.4236 -0.8105 1.9885
C -1.5415 3.7624 -0.5897
O -0.8962 4.9990 -0.3028
P -1.8685 6.3734 0.0251
O -2.6265 5.6952 1.1573
O -2.6758 6.1925 -1.3990
C -1.9463 6.2844 -2.6204
O -2.6949 7.8638 0.2944
C -1.8882 9.0239 0.0975
H -1.1940 3.0142 0.1245
H -2.6286 3.8267 -0.5461
H -1.2489 3.4473 -1.5951
H -2.1401 5.3852 -3.2076
H -0.8703 6.3682 -2.4489
H -2.2916 7.1518 -3.1817
H -1.5048 9.0510 -0.9277
H -1.0531 9.0242 0.8030
H -2.4988 9.9105 0.2711
C -0.1380 2.7378 3.9254
O 0.4945 2.6836 5.2004
P 0.9889 1.1570 5.8061
O 1.8346 0.8319 4.5839
O -0.5354 0.5593 5.6277
C -1.5990 1.1543 6.3676
O 1.4539 -0.3113 6.5835
C 1.6218 -0.1982 7.9959
H 0.4346 3.4087 3.2829
H -0.2198 1.7617 3.4473
H -1.1419 3.1509 4.0559
H -2.3876 1.4410 5.6700
H -1.2711 2.0425 6.9129
H -2.0000 0.4255 7.0710
H 0.6886 0.1305 8.4647
H 2.4189 0.5145 8.2230
H 1.8950 -1.1747 8.3969

Calculated total energy (eV): -102831.9923
Charge: 0
Kohn-Sham gap (Eh): 0.242
SMILES: [H]/N=C(/C)CC1=CC(=O)C(CCF)=CC1=O.COP(=O)(OC)OC.COP(=O)(OC)OC.COP(=O)(OC)OC.COP(=O)(OC)OC

=====

Entry 3:
This record from OMol25 describes C23H49FeN2O2P3 as an isolated structure in a non-equilibrium geometry. The level of theory is ωB97M-V/def2-TZVPD.

Positions of all 80 atoms, in Å:
Fe 0.1162 0.0935 0.1129
P 0.3139 -1.9338 -0.8481
P 2.3813 -0.0354 1.0069
P -2.0713 0.4213 -0.5205
H 1.6478 2.0451 -0.6095
C 0.5662 2.1031 -0.4028
C 0.1110 2.2461 0.9037
H 0.8323 2.3870 1.7134
C 0.9671 -1.6791 -2.5647
C 1.4551 -3.2598 -0.2364
C -1.1594 -3.0011 -1.1972
C 3.0762 1.4421 1.8849
C 3.1243 -1.3291 2.1074
C 3.5093 -0.1568 -0.4482
C -2.8507 2.0749 -0.2299
C -3.5212 -0.6576 -0.1330
C -2.0506 0.3978 -2.3746
H -0.1057 2.2275 -1.2677
H -0.9310 2.5033 1.1347
H 1.0484 -2.6614 -3.0514
H 1.9510 -1.1985 -2.5154
H 0.2852 -1.0357 -3.1330
H 1.4354 -4.1032 -0.9454
H 1.0995 -3.6078 0.7444
H 2.4868 -2.9018 -0.1368
H -0.8291 -3.8823 -1.7702
H -1.9270 -2.4665 -1.7694
H -1.5859 -3.3289 -0.2386
H 4.1549 1.3063 2.0488
H 2.5932 1.5752 2.8609
H 2.9033 2.3344 1.2747
H 4.2104 -1.4230 1.9651
H 2.6462 -2.2980 1.9243
H 2.9491 -1.0251 3.1457
H 4.5328 0.0223 -0.0903
H 3.2149 0.6211 -1.1615
H 3.4362 -1.1413 -0.9242
H -3.7945 2.1497 -0.7893
H -2.1663 2.8674 -0.5513
H -3.0500 2.1922 0.8439
H -4.3740 -0.3705 -0.7681
H -3.7868 -0.5160 0.9238
H -3.2817 -1.7142 -0.2946
H -3.0247 0.7489 -2.7374
H -1.8510 -0.6045 -2.7670
H -1.2671 1.0758 -2.7315
C -0.9812 0.0238 -7.0726
C -0.3046 0.4091 -8.2400
C -0.1312 1.7661 -8.4959
C -0.6382 2.7192 -7.6016
C -1.3213 2.3270 -6.4472
C -1.5051 0.9739 -6.1764
O -1.1620 -1.2805 -6.7122
H -0.7811 -1.8426 -7.4023
H 0.0783 -0.3594 -8.9149
H 0.3981 2.0878 -9.3895
H -0.5002 3.7778 -7.8095
H -1.7214 3.0562 -5.7481
H -2.0338 0.6126 -5.3073
C 1.2390 -2.0658 4.5933
N 0.1122 -1.1723 4.7193
C -0.8780 -1.4417 5.7320
C -0.9717 -0.1972 6.5992
C -1.3013 0.9907 5.7142
N -0.2831 1.0860 4.7035
C 0.3676 2.3750 4.5372
C 0.0426 -0.0355 3.9607
O 0.2486 -0.0207 2.7277
H 2.1938 -1.5521 4.8214
H 1.3508 -2.4847 3.5860
H 1.0714 -2.8669 5.3131
H -1.8670 -1.6485 5.2767
H -0.5148 -2.3285 6.2686
H 0.0205 -0.0282 7.0316
H -1.7104 -0.3190 7.3941
H -1.2935 1.9485 6.2461
H -2.2854 0.8332 5.2298
H -0.3553 3.1630 4.3311
H 0.9167 2.6515 5.4388
H 1.0809 2.3385 3.7058

⟨S²⟩: 8.809
2S+1: 6
Calculated total energy (eV): -93946.8743
Charge: +3
Kohn-Sham gap (spin up / spin down) (Eh): 0.168 / 0.039

=====

Entry 4:
This record from OMol25 describes a 8-piece molecular cluster, C23H49IN2O37PS9 overall in a non-equilibrium geometry. The level of theory is ωB97M-V/def2-TZVPD.

Positions of all 122 atoms, in Å:
C -2.5952 1.3691 2.1046
C -1.8831 0.8970 0.6926
C -1.4724 -0.6929 0.7509
N -0.1388 -0.8527 0.0539
P 1.2211 -1.0587 1.1883
C 2.0170 0.3784 0.1466
C 2.3598 1.7122 1.0376
O 3.4127 2.4953 0.3095
O 0.6814 0.0303 2.4356
N 1.2796 -0.3633 3.5980
O 0.4448 -0.6562 4.4407
O 1.9304 -2.0679 -0.0895
C 3.0417 -2.9097 0.4652
S 4.7551 -2.7360 -0.2756
C 3.3511 -2.5834 2.0758
I 5.5683 -2.3981 2.2400
O 2.6307 -1.2779 2.2460
H -2.2901 0.6623 3.0134
H -2.3100 2.4613 2.4391
H -3.7591 1.2110 1.9558
H -2.5597 1.1535 -0.2564
H -0.8767 1.5214 0.5440
H -1.5425 -1.1842 1.8108
H -2.2745 -1.2625 0.0757
H -0.2324 -1.7452 -0.5041
H 0.6752 -2.2082 1.9207
H 1.2256 0.7202 -0.6785
H 2.9450 -0.0258 -0.4855
H 1.3984 2.3888 1.0481
H 2.8136 1.4973 2.0987
H 3.0479 2.7155 -0.5975
H 2.6808 -4.0243 0.2417
H 4.8831 -1.5828 -1.0661
H 2.9155 -3.4855 2.7159
C 6.5462 -7.1587 4.9130
C 5.0438 -7.1445 5.1823
O 4.5574 -5.9782 4.5221
S 5.4631 -5.7049 3.1934
O 4.7685 -6.2584 2.0522
O 5.9417 -4.3428 3.2388
O 6.6970 -6.7016 3.5701
H 7.0713 -6.4597 5.5718
H 6.9764 -8.1574 5.0264
H 4.8123 -7.1083 6.2495
H 4.5547 -8.0154 4.7334
C -1.1444 -6.3445 0.6895
C -0.1479 -5.4956 1.4744
O -0.3229 -4.1676 0.9859
S -1.8837 -3.9612 0.5598
O -2.5687 -3.3127 1.6559
O -1.9255 -3.4674 -0.7969
O -2.3108 -5.5346 0.5531
H -0.7667 -6.5695 -0.3131
H -1.3866 -7.2782 1.2042
H 0.8838 -5.8260 1.3320
H -0.3857 -5.4962 2.5434
C 2.2442 2.0339 -4.6248
C 0.9658 1.2016 -4.6741
O 0.3524 1.3839 -3.4000
S 0.6969 2.8823 -2.8557
O -0.4217 3.7440 -3.1677
O 1.2572 2.7689 -1.5291
O 1.9024 3.2151 -3.9016
H 3.0328 1.5126 -4.0725
H 2.6088 2.2901 -5.6232
H 1.1647 0.1431 -4.8585
H 0.2779 1.5806 -5.4374
C -5.0188 5.5941 2.4529
C -6.5013 5.6401 2.0924
O -6.7172 4.5063 1.2554
S -5.7096 3.3088 1.7150
O -6.4400 2.4132 2.5842
O -4.9778 2.8568 0.5546
O -4.7141 4.2126 2.6370
H -4.4016 5.9725 1.6317
H -4.7976 6.1579 3.3630
H -6.7750 6.5611 1.5722
H -7.1273 5.5260 2.9837
C 1.9569 6.8372 -7.6857
C 0.7354 7.2265 -6.8573
O 0.1089 5.9928 -6.5135
S 1.2550 4.8433 -6.3532
O 1.5704 4.7134 -4.9480
O 0.8946 3.7195 -7.1862
O 2.4710 5.6552 -7.0744
H 1.6737 6.5930 -8.7146
H 2.7168 7.6231 -7.6951
H 0.0452 7.8688 -7.4095
H 1.0318 7.7251 -5.9284
C 10.4478 -7.4371 4.8439
C 9.8324 -8.6584 4.1661
O 10.8991 -9.5970 4.0483
S 11.9152 -9.4053 5.3097
O 11.5781 -10.3892 6.3143
O 13.2540 -9.2319 4.7957
O 11.3597 -7.9566 5.8103
H 11.0165 -6.8342 4.1286
H 9.6944 -6.8105 5.3287
H 9.4151 -8.4236 3.1840
H 9.0552 -9.1074 4.7935
C -3.5222 3.3040 -4.3178
C -4.3198 3.5678 -3.0435
O -5.6871 3.4319 -3.4241
S -5.7989 2.3161 -4.6086
O -6.1670 1.0540 -4.0063
O -6.5175 2.8981 -5.7182
O -4.2152 2.2543 -4.9908
H -3.5194 4.1833 -4.9701
H -2.4919 3.0061 -4.1057
H -4.1311 4.5623 -2.6323
H -4.1050 2.8121 -2.2806
C -11.2436 5.6876 -1.5238
C -11.4271 5.9000 -0.0235
O -10.7021 4.8395 0.5949
S -9.4182 4.4612 -0.3373
O -8.2587 5.1431 0.1934
O -9.4453 3.0407 -0.5977
O -9.8969 5.2451 -1.6843
H -11.9074 4.8999 -1.8945
H -11.4142 6.6045 -2.0945
H -12.4777 5.8745 0.2754
H -10.9804 6.8468 0.2980

Calculated total energy (eV): -218268.3836
Charge: -1
Kohn-Sham gap (Eh): 0.186

=====

Entry 5:
This record from OMol25 describes C23H49IrN4OP3 as an isolated structure in a non-equilibrium geometry. The level of theory is ωB97M-V/def2-TZVPD.

Positions of all 81 atoms, in Å:
Ir 0.5428 -0.3132 -2.0001
P 0.4035 -2.2622 -1.3804
P 2.5147 0.3834 0.1209
P -1.9324 0.6098 -0.9332
H 1.5856 3.5696 -0.4633
C 0.5218 3.7257 -0.1184
C 0.0845 3.1278 1.0004
H 0.8024 2.6611 1.6877
C 1.4385 -2.2776 -2.9715
C 1.2828 -3.2352 -0.1173
C -1.2272 -3.0447 -1.5958
C 3.0368 1.9110 1.0404
C 3.1874 -0.7981 1.3718
C 3.8745 0.3370 -1.1209
C -2.6715 2.2015 -0.4400
C -3.0889 -0.4415 -0.0444
C -2.3593 0.5570 -2.6754
H -0.2251 3.8532 -0.9319
H -0.9997 3.1600 1.2318
H 0.8434 -1.9810 -3.8349
H 1.8986 -3.2485 -3.1355
H 2.2677 -1.5653 -2.8474
H 1.0642 -4.3219 -0.1049
H 0.9100 -2.8457 0.8426
H 2.3758 -3.1057 -0.1742
H -1.2227 -3.9913 -2.1591
H -1.8822 -2.3205 -2.1101
H -1.6164 -3.2371 -0.5824
H 4.0985 2.0800 0.8758
H 2.8457 1.7704 2.1049
H 2.4929 2.7979 0.7371
H 4.2226 -1.0443 1.1048
H 2.6019 -1.7213 1.4166
H 3.1798 -0.3287 2.3652
H 4.7371 0.8496 -0.6979
H 3.5582 0.8580 -2.0268
H 4.1120 -0.7016 -1.3575
H -3.6374 2.2223 -0.9454
H -2.0888 3.0740 -0.7243
H -2.8434 2.2299 0.6387
H -4.0309 -0.3709 -0.6079
H -3.2708 -0.0421 0.9619
H -2.7942 -1.4896 0.0266
H -3.4560 0.5811 -2.6911
H -1.9610 -0.3456 -3.1626
H -1.9466 1.4403 -3.1823
C 0.7868 1.5317 -3.9697
C 1.2842 0.7355 -5.0103
C 0.8342 0.9655 -6.3036
C -0.1534 1.9393 -6.5248
C -0.6252 2.7672 -5.4831
C -0.1262 2.6103 -4.1995
O 1.3514 1.1995 -2.7850
H -0.3232 0.9234 -0.9711
H 1.9971 -0.0411 -4.7051
H 1.2835 0.3601 -7.0993
H -0.5596 2.0295 -7.5319
H -1.3808 3.5276 -5.6950
H -0.4155 3.2326 -3.3631
C -1.3925 0.4653 3.3087
N -0.4635 -0.5556 2.7917
C -1.1552 -1.8486 2.7293
N -1.6690 -2.2683 4.0533
C -2.5975 -1.2174 4.5438
N -1.9338 0.1048 4.6414
C -0.7796 -0.0241 5.5706
N 0.1971 -1.0529 5.1064
C 0.6595 -0.6786 3.7590
C -0.5168 -2.3553 4.9902
H -2.2317 0.5756 2.6047
H -0.8530 1.4238 3.3983
H -0.4555 -2.6160 2.3641
H -2.0033 -1.7607 2.0369
H -2.9531 -1.5094 5.5402
H -3.4377 -1.1392 3.8410
H -0.2636 0.9487 5.6243
H -1.1615 -0.3172 6.5595
H 1.3404 -1.4639 3.3966
H 1.1881 0.2890 3.8054
H -0.8929 -2.6479 5.9784
H 0.1924 -3.1003 4.6076

⟨S²⟩: 6.047
2S+1: 5
Calculated total energy (eV): -63324.9036
Charge: +3
Kohn-Sham gap (spin up / spin down) (Eh): 0.270 / 0.153
Relative energy (zero: lowest compared OMol25 entry of this formula, charge and spin) (kcal/mol): 118.48